[1]
Here is C44H60Br4CaClCsFN3O20PS2 as an isolated structure from OMol25. Energies are from wB97M-V/def2-TZVPD.

* net charge: +1
* E_LUMO: -6.18 eV
* HOMO: -8.3 eV

Structure (XYZ):
```
138
C44H60Br4CaClCsFN3O20PS2 | OMol25 | wB97M-V/def2-TZVPD
O 1.55 4.45 3.23
C -8.02 5.37 3.48
H 2.92 -0.23 -2.37
H -1.99 -5.73 -1.75
Br 4.69 -4.09 -4.43
C 8.41 4.10 8.56
H -8.28 6.71 5.14
C -5.89 -3.26 -1.70
H 6.74 -2.24 -7.22
H -6.22 4.15 3.48
C 8.04 -3.91 -6.82
H -0.49 -0.83 -0.79
H -0.15 4.19 1.07
C -2.04 1.54 -0.27
N -3.92 3.79 2.98
C 7.04 -5.01 -7.16
Br -6.02 -6.32 0.50
C -0.42 -1.66 -3.43
H -8.88 -0.50 -0.72
C 4.36 -6.26 -2.59
O 3.45 -1.04 -2.21
O -1.01 -0.51 -2.82
Br 3.15 -5.39 -1.33
H -1.90 -1.78 -1.37
N -9.41 5.21 3.06
C 2.62 -2.00 -1.57
O -0.12 4.01 7.22
H -9.07 -5.31 0.69
H -8.58 3.30 7.10
Cs -7.25 -5.61 -3.56
C -1.38 -0.78 -1.46
P -7.67 -5.58 -0.96
H -9.84 4.53 3.68
H 5.58 3.40 3.93
C -6.38 0.68 -1.59
C 7.74 -2.58 -7.52
C -7.23 4.13 3.07
C 8.75 6.49 9.08
H 6.03 -4.71 -6.90
H -3.37 -6.57 -0.90
S 2.34 4.36 4.42
C 7.33 4.47 7.64
O 10.07 4.73 10.08
C -4.55 2.24 -0.42
Ca -7.12 -0.77 -5.72
C 7.02 5.92 7.46
C 7.79 -2.62 -9.05
H 8.43 -1.82 -7.14
O -7.17 1.50 -2.04
O 2.47 2.80 4.83
H 10.11 -1.14 -9.63
H 7.00 -3.27 -9.43
O 0.49 2.22 -0.89
C 3.77 2.31 4.46
O 2.05 5.10 5.60
H 7.29 -5.92 -6.61
H 0.73 4.44 7.07
H 9.03 -3.11 -10.73
H -0.72 4.47 6.62
S -0.33 1.83 0.28
H -6.87 5.69 5.32
H 7.57 -1.61 -9.42
H -5.35 2.99 -0.17
C -8.14 3.63 6.16
H 0.82 2.99 2.08
H 9.05 -4.24 -7.06
C -3.56 -4.30 -1.01
C 9.13 -3.08 -9.64
Br -6.45 1.18 -4.22
C -5.65 -1.81 -1.80
C -4.27 -1.21 -2.26
C -3.15 2.49 0.00
O 3.88 4.61 4.03
O 6.69 3.63 7.02
C 4.68 3.52 4.53
C -4.71 -4.34 -2.11
O -9.65 -3.07 -0.31
C 5.41 -5.31 -3.10
O 0.99 -1.60 -3.36
H 10.47 -2.13 -8.21
C -7.33 -3.72 -1.18
C -7.91 5.69 4.98
H -4.32 -4.01 -3.15
C 1.58 -2.68 -2.61
H -7.14 4.09 1.98
C -2.74 -5.64 -0.91
C 7.69 6.86 8.14
H 8.63 3.05 8.66
C -8.37 -2.72 -0.82
O 6.04 6.24 6.59
C -8.10 -1.26 -0.97
O 9.36 7.32 9.72
H -5.14 -5.40 -2.28
H 6.21 -5.86 -3.61
H 5.85 -4.70 -2.31
H -8.38 2.87 5.40
N -11.08 -3.94 -2.16
H -3.98 -4.03 -0.01
H 7.47 7.91 8.02
H 7.06 -5.26 -8.23
H 4.82 -7.07 -2.02
O 0.31 0.62 0.86
H -7.71 3.21 3.39
H 2.16 -3.36 -3.29
H 1.97 -1.46 -0.81
H 3.20 -2.84 -1.06
H -0.96 3.06 2.28
H -2.83 -3.51 -1.35
C -2.42 0.32 -1.04
C 10.29 -2.16 -9.29
H 4.95 3.76 5.56
H -7.05 3.70 6.29
H 3.71 1.92 3.45
H 0.85 -3.26 -1.97
H 8.02 -3.74 -5.74
H 3.74 -6.68 -3.38
H 9.35 -4.10 -9.32
C -3.83 0.07 -1.46
H 5.72 5.40 6.24
H -7.59 6.22 2.93
H 4.09 1.52 5.14
H 11.21 -2.52 -9.77
C -6.75 -0.83 -1.45
C 9.07 5.04 9.23
H -9.92 6.08 3.26
H -0.69 -1.58 -4.53
H 10.39 5.58 10.44
C -10.48 -3.44 -1.32
O -2.95 3.73 0.68
C -0.14 3.15 1.51
F -2.03 -5.59 0.32
O -3.65 -1.70 -3.17
C -3.46 3.64 1.94
Cl -5.62 -5.37 2.60
C -4.92 1.04 -1.15
O -8.72 4.87 5.81
H -0.87 -2.63 -3.07
O -9.10 -5.88 -0.11
```

[2]
Here is C44H60N7O4PSc as an isolated structure from OMol25. Energies are from wB97M-V/def2-TZVPD.

* net charge: +1
* E_LUMO: -3.02 eV
* HOMO: -9.1 eV
* ΔE to the lowest compared entry with this formula, charge and spin: 1.1972 eV

Structure (XYZ):
```
117
C44H60N7O4PSc | OMol25 | wB97M-V/def2-TZVPD
H -1.92 0.79 -3.80
C 8.96 -2.48 -0.19
C -6.92 0.91 3.96
O 8.76 -1.50 -1.19
H -6.08 0.33 0.43
H -2.07 -2.17 4.37
H -4.19 4.12 2.82
H 4.25 -2.33 -4.63
C 2.06 -1.69 -0.38
N 5.96 3.17 -0.25
C 0.08 -1.83 -2.01
C 4.76 -2.01 -3.72
N -2.63 1.95 1.60
H 6.28 1.19 1.52
H -1.42 5.03 2.38
H -6.23 -1.43 0.29
N 0.59 1.49 -0.44
C -2.87 -1.76 -3.81
C -2.92 -0.05 2.85
N 4.96 3.37 0.44
C 0.74 1.70 -1.73
H -3.68 -2.85 4.63
C 7.89 0.53 -1.91
H -3.90 -4.41 -1.94
C -5.53 -0.59 0.24
C 7.17 1.68 -1.71
C 4.07 -1.70 1.21
C 4.30 -1.90 -1.26
H 9.55 -2.08 0.64
H -0.56 3.48 2.27
H -0.08 -1.74 -3.08
H 3.74 -2.53 1.84
C -3.67 -0.98 3.56
C 1.56 -1.75 -1.70
C -3.44 1.21 2.44
C 2.47 1.79 2.65
H 8.00 -2.86 0.20
H 5.15 -1.74 1.14
C -2.80 0.61 -3.19
H 2.05 -1.87 -3.77
H -7.49 0.02 4.21
C -3.06 -2.31 3.92
Sc -1.12 0.70 0.93
H -1.24 3.23 -0.20
N -2.82 -0.78 -2.75
C 1.43 1.49 1.78
H -3.71 5.24 1.55
C 6.71 0.98 0.55
H 2.30 1.67 3.71
N -3.30 -2.68 -0.90
H -1.88 -0.31 2.62
C 6.53 1.91 -0.48
H -2.77 1.26 -2.31
H -3.69 0.87 -3.78
H 3.79 -0.77 1.71
C 1.20 -1.56 0.78
H 5.21 -1.03 -3.90
C -1.53 3.95 2.47
H 5.36 -1.98 -1.10
C 3.93 2.51 0.84
C 2.44 -1.84 -2.76
H -4.99 -3.01 -2.11
H -0.13 1.57 -2.36
H -4.77 -0.71 1.01
H -2.01 4.82 -0.05
O 0.04 -1.17 0.77
H -0.50 -1.07 -1.50
H 1.63 -1.87 1.74
H -7.43 1.44 3.15
H 4.43 2.63 2.90
C 7.49 -0.15 0.36
H 9.50 -3.29 -0.66
H -2.81 -2.77 -3.40
C 1.96 2.10 -2.30
C 2.92 2.14 -0.10
N -4.89 -0.51 -1.08
H 3.97 2.68 -1.91
H -4.71 3.85 1.13
C -2.31 -3.34 -0.06
H 8.37 0.32 -2.86
H 7.65 -0.82 1.20
H -5.56 -1.38 4.48
C 3.81 -1.92 -2.56
O 0.25 1.07 2.19
H -6.92 1.57 4.83
C -3.89 4.19 1.77
C 1.66 1.68 0.38
H -2.94 -2.93 3.03
H -1.66 -2.60 0.38
H -4.96 -3.95 -0.60
C -2.17 3.75 0.06
H -2.95 3.44 -0.64
H -5.25 2.39 2.55
H 5.57 -2.70 -3.51
H -6.32 0.52 -2.20
P -3.34 -1.06 -1.19
C -5.82 -0.45 -2.19
H -1.81 3.71 3.49
C 3.67 2.33 2.19
C -5.51 0.57 3.57
H 2.02 2.26 -3.37
C 8.05 -0.40 -0.88
O -2.44 -0.32 -0.25
C -4.34 -3.56 -1.41
H -5.29 -0.58 -3.14
C 3.46 -1.78 -0.16
H -0.30 -2.80 -1.68
C -4.76 1.48 2.84
H -3.78 -1.68 -4.42
H 7.06 2.41 -2.50
C -2.60 3.42 1.50
H -6.59 -1.23 -2.11
C 3.04 2.32 -1.49
H -1.71 -4.05 -0.64
H -2.82 -3.89 0.74
H -2.01 -1.62 -4.47
C -4.97 -0.67 3.92
```

Look up the HOMO of the first one. -8.3 eV